(1)
127
Properties=species:S:1:pos:R:3:mulliken_charge:R:1 method="wB97M-V/def2-TZVPD" orbital_gap_ev=10.21 charge=-1 homo_energy_ev=-8.270 lumo_ev=1.94
F -0.54382 1.27462 0.62273 -0.16
O 0.62593 -2.62052 3.32024 -0.69
H 1.02297 -1.90254 3.84946 0.26
H -0.21813 -2.24525 3.02224 0.23
O -2.48545 4.21767 -2.62587 -0.68
H -1.58544 4.34680 -2.37586 0.32
H -2.82502 3.51297 -2.08793 0.35
O 0.95019 -2.06549 -3.30282 -0.72
H 1.88677 -2.09750 -3.36942 0.33
H 0.76195 -1.41388 -2.59508 0.10
O -1.70459 -0.62210 1.94268 0.06
H -2.67596 -0.42709 2.09227 0.13
H -1.36928 0.10006 1.39383 -0.14
O 0.51577 3.38195 -0.17507 -0.72
H 0.62828 3.99522 0.54707 0.23
H 0.29269 2.51792 0.18768 0.13
O 0.59670 -5.57185 3.29328 -0.66
H -0.31601 -5.53569 2.97155 0.32
H 0.75246 -4.60115 3.49653 0.38
O -3.09349 1.79058 -0.29641 -0.68
H -3.15494 1.29795 -1.16978 0.40
H -2.13436 1.74921 -0.14360 0.19
O 0.16832 -0.68401 -1.16152 1.57
H -0.06187 0.10808 -0.67606 -0.56
H -0.35679 -1.39868 -0.75559 -0.46
O 0.93420 1.86259 -2.78689 -0.70
H 0.79645 1.10630 -2.21099 -0.11
H 0.82320 2.65010 -2.20775 0.43
O 1.62442 0.94477 2.02153 1.16
H 0.91639 0.95760 1.34910 -0.55
H 1.17906 0.77174 2.86286 -0.04
O -4.43738 -0.06085 1.59025 -0.64
H -5.17935 -0.73780 1.47362 0.21
H -4.39878 0.51985 0.78930 0.30
O 4.15147 -0.42284 2.51748 -0.69
H 3.27004 0.00125 2.35839 0.16
H 4.17968 -1.18319 1.94825 0.28
C 4.40868 3.16456 3.63505 -0.69
C 5.05180 3.70858 2.35969 -0.56
C 3.91408 4.12263 1.45803 -0.06
S 2.89106 5.00377 2.61537 0.94
O 1.52682 5.03424 2.19919 -0.68
O 3.48617 6.23654 3.03844 -0.74
C 2.96927 3.75799 3.77415 0.18
H 5.05755 3.36032 4.48172 0.31
H 4.31644 2.07480 3.62702 0.23
H 5.63831 2.95155 1.84527 0.23
H 5.75095 4.51136 2.59564 0.38
H 3.28582 3.26800 1.13024 -0.28
H 4.17147 4.69032 0.55661 0.50
H 2.18285 3.00461 3.61402 -0.57
H 2.66510 4.11766 4.75439 0.65
C 5.41769 1.14071 -1.00554 -0.32
C 3.90850 0.91359 -1.45405 -0.81
C 3.39675 -0.33492 -0.72336 2.55
S 4.76641 -1.40445 -0.90471 1.34
O 4.70590 -2.01941 -2.21041 -0.76
O 4.83071 -2.32981 0.18815 -0.75
C 6.11315 -0.21859 -0.79718 -0.70
H 5.51421 1.79708 -0.16350 -0.52
H 5.89381 1.54376 -1.85006 0.60
H 3.94313 0.87116 -2.53040 0.43
H 3.19924 1.68785 -1.14005 0.35
H 2.44729 -0.73669 -1.07651 -0.82
H 3.29822 -0.14735 0.39236 -1.23
H 6.74167 -0.37784 -1.67665 0.35
H 6.63053 -0.38632 0.15507 0.38
C -0.86940 1.14784 -6.04087 -0.75
C -0.53088 -0.24662 -5.47843 -0.04
C -1.82390 -0.82759 -4.97478 -0.68
S -2.84931 0.51714 -4.43756 1.03
O -2.90905 0.54203 -2.98036 -0.59
O -4.08681 0.41407 -5.15079 -0.79
C -1.80122 1.80881 -4.97384 -0.56
H -1.49598 0.97291 -6.93491 0.31
H 0.01434 1.74940 -6.33110 0.37
H 0.16665 -0.13936 -4.63810 -0.25
H 0.09797 -0.84854 -6.16546 0.42
H -1.65469 -1.52271 -4.16975 0.22
H -2.50166 -1.32076 -5.63509 0.48
H -1.26309 2.32170 -4.20427 0.20
H -2.44194 2.51562 -5.48992 0.45
C 2.41618 -4.75245 -0.70606 -0.18
C 1.47512 -5.57188 -1.70802 -1.04
C 0.18430 -4.81465 -1.74920 -0.08
S -0.16350 -4.63817 -0.08891 0.93
O -0.50259 -5.93030 0.42310 -0.73
O -1.07306 -3.55082 0.19776 -0.42
C 1.45558 -4.24019 0.41844 -0.20
H 2.92781 -3.96869 -1.22493 -0.18
H 3.15389 -5.40750 -0.21959 0.39
H 1.27178 -6.52813 -1.30053 0.44
H 1.86926 -5.76452 -2.74644 0.37
H -0.63481 -5.31500 -2.28204 0.50
H 0.24142 -3.84767 -2.17232 -0.12
H 1.53850 -4.73419 1.38847 0.53
H 1.45463 -3.17022 0.65794 -0.13
C -3.35784 2.17791 4.01370 -0.20
C -2.54881 3.42354 3.49520 -1.00
C -1.15134 2.98532 3.09356 0.89
S -0.76862 1.99334 4.57273 1.29
O -0.56839 2.93309 5.65923 -0.72
O 0.26753 0.96010 4.45356 -0.82
C -2.31751 1.24085 4.80373 -0.85
H -3.77103 1.45192 3.30260 -0.18
H -4.20344 2.53171 4.62341 0.43
H -2.56459 4.20500 4.20234 0.46
H -3.05081 3.83156 2.58384 0.37
H -0.38667 3.73725 3.02572 0.20
H -1.11441 2.30734 2.23745 -0.87
H -2.43655 1.27733 5.88187 0.49
H -2.26849 0.24511 4.36062 0.31
C -4.05017 -1.98277 -1.51996 0.79
C -5.32695 -1.20946 -1.84449 -0.54
C -6.49217 -2.08410 -1.43201 -0.99
S -6.04599 -2.82829 0.05286 1.38
O -6.44238 -4.19367 0.12911 -0.76
O -6.55845 -2.05710 1.15105 -0.78
C -4.31049 -2.73136 -0.17479 -0.47
H -3.22293 -1.26143 -1.36075 -0.57
H -3.78654 -2.65394 -2.34700 0.37
H -5.45409 -0.86892 -2.86261 0.45
H -5.43373 -0.31663 -1.16573 -0.05
H -6.61280 -2.99593 -2.04858 0.38
H -7.47173 -1.63601 -1.30431 0.47
H -3.94981 -3.73841 -0.10491 0.50
H -3.92622 -2.11540 0.64245 -0.15


(2)
23
Properties=species:S:1:pos:R:3:mulliken_charge:R:1 method="wB97M-V/def2-TZVPD" orbital_gap_ev=9.77 charge=0 homo_energy_ev=-8.877 lumo_ev=0.89
C 2.28687 1.43165 -2.19756 -0.99
N 1.08707 0.95245 -1.64118 -0.31
C 1.27551 0.08778 -0.49745 -0.96
C 0.02849 0.55876 0.56525 0.51
N 0.53742 0.38029 1.92746 -0.76
C -1.35093 -0.01662 0.24249 -0.60
C -1.76162 -1.45873 0.43843 -0.46
N -2.39066 -1.77971 1.79565 -0.63
H 2.58190 2.31062 -1.53400 0.29
H 3.14913 0.81373 -2.06449 0.34
H 2.14326 1.79243 -3.21241 0.33
H 0.64143 0.35844 -2.53079 0.28
H 2.11142 0.23831 0.07020 0.61
H 1.34341 -1.00062 -0.71742 0.29
H -0.18544 1.76201 0.55992 0.11
H -0.23038 0.04483 2.55994 0.22
H 1.17143 -0.41869 1.97716 0.27
H -1.41937 0.19933 -0.90460 0.17
H -2.25085 0.47104 0.89917 0.28
H -0.89167 -2.13508 0.17957 0.26
H -2.67810 -1.82346 -0.20821 0.27
H -3.34264 -1.48574 1.79056 0.26
H -1.85570 -1.28301 2.50230 0.23


(3)
56
Properties=species:S:1:pos:R:3:mulliken_charge:R:1 method="wB97M-V/def2-TZVPD" orbital_gap_ev=9.12 charge=0 homo_energy_ev=-8.427 lumo_ev=0.69
C -6.48601 -2.14833 0.19792 -0.90
S -5.09874 -1.01337 0.46109 0.02
C -4.42698 -1.01647 -1.24216 -1.02
C -3.07090 -0.32243 -1.30199 -0.50
C -2.03657 -1.22467 -0.64054 0.50
O -1.61122 -2.19028 -1.25622 -0.72
N -1.65674 -1.00020 0.63565 0.79
C -0.83771 -2.04658 1.22257 -1.15
C -1.95924 0.16362 1.43769 -2.02
C -0.90404 1.28886 1.35544 0.84
C 0.45868 0.83052 1.87821 -0.06
C 1.50402 1.93210 1.71621 -1.50
N 1.60349 2.23385 0.31035 0.98
C 2.83560 2.80448 -0.17824 -1.01
C 3.21733 2.12579 -1.51294 -1.47
C 3.03939 0.64422 -1.35514 0.84
C 1.90459 0.00510 -1.84061 -0.45
C 1.67377 -1.33680 -1.59220 -0.36
C 2.58609 -2.07125 -0.85363 -0.89
C 3.73190 -1.44472 -0.38470 0.31
C 4.73418 -2.19475 0.44143 0.88
F 4.57520 -3.52476 0.40644 -0.29
F 6.00277 -1.95380 0.06237 -0.28
F 4.67241 -1.84628 1.74643 -0.27
C 3.95829 -0.09656 -0.62662 -0.79
C 0.38505 2.83848 -0.16578 -1.58
C -0.74936 1.81869 -0.07034 -0.02
H -7.14784 -1.74367 -0.56318 0.29
H -6.10405 -3.12045 -0.10239 0.26
H -7.01161 -2.22992 1.14333 0.36
H -4.32909 -2.05675 -1.55529 0.44
H -5.15234 -0.50638 -1.87891 0.53
H -2.78565 -0.22803 -2.35225 0.40
H -3.13795 0.66855 -0.86434 0.14
H -1.31067 -3.01210 1.03366 0.35
H -0.74829 -1.88803 2.29258 0.38
H 0.15561 -2.07437 0.77016 0.17
H -2.93581 0.55899 1.15500 0.48
H -2.04072 -0.16227 2.47827 0.53
H -1.26338 2.10402 1.99516 0.27
H 0.80402 -0.02158 1.29600 -0.25
H 0.38291 0.53930 2.92713 0.41
H 2.46840 1.56915 2.07714 0.58
H 1.21928 2.81816 2.31499 0.29
H 2.77569 3.89519 -0.31861 0.31
H 3.62233 2.60379 0.55171 0.50
H 2.57235 2.49243 -2.31159 0.41
H 4.25051 2.37375 -1.75922 0.50
H 1.18866 0.56969 -2.41910 0.37
H 0.77269 -1.81180 -1.95068 0.40
H 2.41461 -3.11658 -0.64792 0.51
H 4.85328 0.37014 -0.24194 0.48
H 0.51581 3.13994 -1.20671 0.52
H 0.12214 3.74082 0.42024 0.38
H -0.51897 0.98397 -0.73298 -0.22
H -1.67710 2.28960 -0.40097 0.33


(4)
93
Properties=species:S:1:pos:R:3:mulliken_charge:R:1 method="wB97M-V/def2-TZVPD" orbital_gap_ev="7.23 / 4.72" charge=+4 homo_energy_ev="-17.486 / -19.044" multiplicity=6 lumo_ev="-10.25 / -14.32" s_squared=8.805
Ir 0.89759 0.30225 -0.75479 4.27
P 2.34648 -0.94866 0.48011 -0.08
P 2.20414 2.06778 -0.79136 1.17
P -0.35160 -2.91217 -1.15373 1.81
H 1.27307 2.58500 -5.27362 0.38
C 0.29010 2.11664 -5.07658 -0.62
C -0.63614 2.37816 -4.14776 -0.59
H -0.62446 2.97967 -3.21529 0.36
C 3.47009 -1.79633 -0.70047 -1.17
C 3.38519 -0.00903 1.65862 -0.83
C 1.80070 -2.33872 1.58931 -0.58
C 1.49373 3.27788 -1.91185 -0.66
C 2.27728 2.95886 0.79253 -0.89
C 3.83571 1.66613 -1.43479 -1.41
C -1.94117 -2.59873 -1.85250 -0.96
C -0.76249 -3.75800 0.39022 -1.21
C 0.64971 -3.87784 -2.24005 -1.75
H -0.06250 1.49819 -5.90072 0.29
H -1.63531 2.10568 -4.55864 0.36
H 4.32125 -2.15492 -0.11596 0.49
H 3.88063 -1.12006 -1.46432 0.21
H 3.01424 -2.68064 -1.17693 0.28
H 4.09736 -0.73133 2.07280 0.61
H 2.77408 0.38133 2.48851 0.01
H 3.97456 0.77703 1.16433 0.33
H 1.62269 -3.20112 0.93244 0.43
H 0.86919 -2.11874 2.14107 -0.23
H 2.58198 -2.64001 2.31301 0.60
H 1.89365 4.28303 -1.71722 0.53
H 0.40879 3.24603 -1.75090 -0.26
H 1.70374 2.98713 -2.94885 0.21
H 3.31859 3.25845 0.97859 0.53
H 1.94260 2.32874 1.62382 -0.14
H 1.63990 3.85515 0.72827 0.45
H 4.30229 2.60723 -1.73973 0.51
H 3.70884 1.05583 -2.33680 0.34
H 4.47422 1.13621 -0.72196 0.39
H -2.69279 -3.24553 -1.38537 0.61
H -1.90155 -2.74358 -2.93386 0.36
H -2.18427 -1.54120 -1.67250 -0.06
H -1.54131 -4.48547 0.11493 0.59
H -1.16714 -3.11250 1.18597 0.12
H 0.08704 -4.32950 0.77687 0.68
H -0.05743 -4.32530 -2.93203 0.49
H 1.16175 -4.63012 -1.63774 0.51
H 1.36470 -3.28737 -2.81892 0.46
C -0.44489 -0.43697 -3.52859 1.62
C 0.77642 -0.87899 -4.09483 -0.55
C 0.77770 -1.90197 -5.02469 -0.75
C -0.47525 -2.34925 -5.58121 -0.44
C -1.64903 -1.68864 -5.19225 -0.70
C -1.62553 -0.62251 -4.32970 -0.43
O -0.61690 0.09625 -2.34023 -0.94
H 0.36222 -1.66447 -1.38333 -1.12
H 1.68616 -0.30199 -3.87958 0.37
H 1.71964 -2.26710 -5.45113 0.53
H -0.49916 -3.20013 -6.30489 0.48
H -2.63495 -1.93186 -5.62622 0.49
H -2.42755 0.14248 -4.25968 0.31
C -3.17879 4.60069 2.68452 -0.48
C -2.43163 4.60778 1.49201 -0.46
C -1.81310 3.42330 1.05237 -0.31
C -1.88370 2.28453 1.83874 0.17
C -2.68096 2.24411 2.99478 -0.12
C -3.31263 3.41320 3.42955 -0.68
Sb -0.58559 0.49527 1.35194 -2.84
C 0.44398 0.84985 3.36686 1.04
C 0.70325 -0.20898 4.24131 -0.34
C 1.29276 0.03772 5.48609 -0.83
C 1.60103 1.34724 5.87194 -0.78
C 1.27227 2.42052 5.02467 -0.83
C 0.67311 2.17190 3.77609 -0.12
C -2.23718 -0.91170 1.75161 0.40
C -2.40588 -1.56849 2.99028 0.20
C -3.44204 -2.52850 3.13672 -0.55
C -4.33089 -2.75440 2.08136 -0.82
C -4.24353 -1.97833 0.92490 -0.65
C -3.24275 -1.02374 0.79067 -0.51
H -3.67830 5.51448 3.02385 0.47
H -2.33391 5.52662 0.90970 0.49
H -1.25953 3.42154 0.12030 0.39
H -2.78771 1.33346 3.57488 0.42
H -3.91221 3.40090 4.35852 0.46
H 0.45806 -1.22450 3.97800 0.35
H 1.50138 -0.79541 6.16187 0.48
H 2.08061 1.54915 6.82779 0.45
H 1.47330 3.46801 5.32224 0.44
H 0.39626 3.02056 3.15231 0.39
H -1.74563 -1.35754 3.86144 0.23
H -3.54021 -3.06096 4.09708 0.49
H -5.12138 -3.48892 2.20177 0.50
H -4.96244 -2.11530 0.13031 0.57
H -3.22260 -0.37443 -0.07633 0.56


Number 1: calculated total energy -5252.5352 Eh. Number 2: calculated total energy -363.6544 Eh. Number 3: calculated total energy -1662.0792 Eh. Number 4: calculated total energy -2807.0431 Eh.